# 1
{
  "formula": "C17H20N6O5Pd",
  "method": "ωB97M-V/def2-TZVPD",
  "symbols": ["Pd", "O", "C", "C", "N", "C", "C", "O", "O", "C", "C", "O", "O", "H", "H", "H", "H", "H", "H", "H", "H", "H", "C", "C", "N", "C", "C", "N", "C", "N", "N", "N", "C", "C", "C", "C", "C", "C", "H", "H", "H", "H", "H", "H", "H", "H", "H", "H", "H"],
  "xyz": [[-2.16873, 0.75537, -0.14706], [-4.17653, 2.06887, -0.05116], [-5.19553, 1.19397, -0.50816], [-5.13223, -0.18263, 0.17304], [-3.87373, -0.88313, -0.07026], [-3.33873, -1.55693, 1.10784], [-2.87133, -0.59773, 2.29724], [-2.74633, -1.12333, 3.38464], [-2.68203, 0.62037, 2.01824], [-3.80383, -1.58243, -1.31596], [-3.05853, -0.80033, -2.56516], [-3.20863, -1.36483, -3.62426], [-2.45063, 0.24597, -2.29356], [-4.16293, 2.04047, 0.92164], [-5.05673, 1.10607, -1.58916], [-6.17953, 1.64237, -0.30596], [-5.98073, -0.78873, -0.17996], [-5.23653, -0.03163, 1.25344], [-2.45123, -2.12713, 0.81904], [-4.07063, -2.25123, 1.53624], [-4.79553, -1.81593, -1.71296], [-3.23163, -2.50693, -1.21916], [0.47547, 2.32337, -0.00846], [0.72817, 0.92397, 0.43324], [-0.08583, -0.07943, 0.17944], [0.45847, -1.19413, 0.74294], [1.62857, -0.85633, 1.34714], [1.80017, 0.49017, 1.14124], [2.93297, 1.24247, 1.63054], [4.15687, 0.60037, 1.25914], [5.01537, 0.09867, 2.17234], [5.96657, -0.49913, 1.60234], [5.78677, -0.45003, 0.24824], [6.50657, -0.99003, -0.81696], [6.00707, -0.77853, -2.08036], [4.83757, -0.04123, -2.30686], [4.11157, 0.50347, -1.27296], [4.59767, 0.27897, 0.00714], [-0.50373, 2.34297, -0.53246], [1.24127, 2.67867, -0.70086], [0.43977, 2.99527, 0.84914], [-0.00423, -2.15823, 0.66604], [2.33617, -1.44133, 1.89574], [2.92167, 1.28337, 2.72684], [2.89227, 2.25847, 1.22074], [7.40307, -1.55773, -0.63826], [6.52507, -1.19123, -2.93086], [4.49007, 0.09187, -3.31786], [3.20697, 1.06497, -1.44486]],
  "forces_ev_per_angstrom": [[-1.26, -0.99, -0.27], [0.73, -0.16, 0.33], [-0.50, -0.52, -0.14], [-0.19, 0.62, 0.02], [1.02, 1.06, 0.60], [0.24, 0.05, 1.00], [-0.63, -1.51, -0.22], [0.02, -0.20, 0.06], [0.44, 1.52, -1.01], [0.67, 0.14, -1.89], [-1.65, -2.03, 1.07], [0.07, -0.12, -0.54], [1.24, 2.04, 0.92], [0.02, 0.03, -0.10], [-0.03, 0.01, 0.14], [0.17, -0.14, -0.11], [0.18, 0.06, 0.10], [-0.02, -0.09, -0.14], [-0.18, 0.00, -0.05], [0.08, -0.01, -0.06], [0.06, -0.08, 0.17], [-0.15, 0.04, 0.12], [-0.22, -0.09, 0.07], [0.15, 0.09, -0.17], [-0.59, 0.67, -0.10], [0.40, -0.16, 0.26], [-0.28, -0.40, -0.08], [-0.38, -0.10, -0.12], [0.16, 0.32, 0.37], [0.24, -0.03, -0.81], [-0.54, 0.30, 1.07], [0.72, -0.47, 0.17], [-1.08, 0.64, -0.62], [-0.08, 0.07, 0.16], [0.23, -0.11, -0.04], [-0.16, 0.09, 0.08], [-0.15, 0.07, -0.06], [0.73, -0.44, 0.19], [0.56, 0.20, 0.15], [-0.09, 0.01, -0.05], [-0.10, 0.10, -0.07], [-0.06, -0.12, 0.06], [0.20, -0.13, 0.10], [0.02, 0.06, -0.26], [-0.07, -0.21, 0.08], [0.17, -0.09, -0.01], [0.09, -0.05, -0.10], [-0.04, 0.03, -0.16], [-0.13, 0.03, -0.11]],
  "homo_energy_ev": [-8.7, -8.7],
  "spin_multiplicity": 3,
  "lumo_ev": [0.0, -2.1],
  "orbital_gap_ev": [8.690, 6.671]
}

# 2
{
  "formula": "C4H10S2",
  "method": "ωB97M-V/def2-TZVPD",
  "symbols": ["C", "C", "C", "S", "S", "C", "H", "H", "H", "H", "H", "H", "H", "H", "H", "H"],
  "xyz": [[1.57022, -1.36742, 0.69349], [0.22164, -1.18521, 0.01336], [-0.85276, -0.36113, 0.72183], [-0.34211, 1.10187, 1.62627], [0.69751, 2.05919, -0.27806], [-0.79487, 1.96657, -1.29561], [2.22052, -1.98925, 0.08712], [1.91365, -0.33525, 0.76774], [1.46572, -1.76269, 1.70674], [0.36917, -0.76455, -0.98240], [-0.29180, -2.14959, -0.13027], [-1.75657, -0.15370, 0.15820], [-1.15919, -0.99181, 1.56942], [-0.52088, 2.45421, -2.23644], [-1.13292, 0.97093, -1.59698], [-1.60732, 2.50784, -0.82440]],
  "forces_ev_per_angstrom": [[-0.97, 0.94, 0.21], [-0.96, -0.64, -0.80], [0.31, -0.71, 1.68], [1.52, 1.35, -2.55], [-1.63, -1.09, 2.11], [0.25, 0.26, -0.63], [0.14, 0.05, 0.05], [0.79, -0.26, 0.16], [0.08, -0.10, -0.11], [0.17, -0.03, -0.05], [0.32, 0.05, -0.20], [0.15, -0.11, -0.35], [-0.32, 0.07, -0.03], [-0.09, 0.19, 0.11], [0.29, -0.03, 0.40], [-0.07, 0.09, 0.00]],
  "homo_energy_ev": -8.7,
  "lumo_ev": -0.2,
  "smiles": "CCCSSC",
  "orbital_gap_ev": 8.499
}

# 3
{
  "formula": "C5H5OP",
  "method": "ωB97M-V/def2-TZVPD",
  "symbols": ["C", "P", "C", "C", "C", "C", "O", "H", "H", "H", "H", "H"],
  "xyz": [[1.52238, -0.44456, 0.73319], [-0.29939, -0.73436, 1.03107], [-0.72719, -1.11810, -0.76353], [-1.30726, -0.03680, -1.25414], [-1.24362, 1.25043, -0.56048], [-0.67218, 1.20596, 0.65967], [-1.79146, 1.09917, -1.84305], [1.51647, 0.35823, -0.15015], [2.04084, -1.34367, 0.51412], [1.97956, -0.28094, 1.67196], [-0.60053, -1.99606, -1.25241], [-0.41763, 2.04070, 1.21375]],
  "forces_ev_per_angstrom": [[-1.35, 0.99, -1.90], [0.56, 1.95, -1.27], [-0.91, 2.49, 1.30], [0.58, 2.13, 1.98], [0.35, -3.61, 0.57], [-1.21, -2.14, -2.07], [-0.22, 0.88, -1.17], [0.85, -1.73, 2.28], [0.20, -1.08, -1.10], [0.52, 1.56, 0.98], [0.27, -2.77, -1.12], [0.37, 1.34, 1.51]],
  "homo_energy_ev": -8.8,
  "lumo_ev": 0.7,
  "smiles": "Cp1cc2c(c1)O2",
  "orbital_gap_ev": 9.557
}

# 4
{
  "formula": "C3H8O3Pb",
  "method": "ωB97M-V/def2-TZVPD",
  "symbols": ["O", "C", "C", "O", "Pb", "H", "H", "H", "H", "O", "H", "C", "H", "H", "H"],
  "xyz": [[-1.50384, 0.46686, 1.13502], [-0.86965, 1.20486, 0.07152], [0.40289, 0.46523, -0.30520], [0.49104, -0.32234, 4.44303], [-0.85773, -0.06258, 3.02500], [-0.64922, 2.21880, 0.42027], [-1.56731, 1.25586, -0.77364], [1.16736, 1.18969, -0.63391], [0.79188, -0.12112, 0.54556], [0.02417, -0.41206, -1.35117], [-2.33067, 0.09454, 0.76512], [1.03120, -1.31273, -1.75076], [1.90889, -0.77168, -2.13946], [1.34708, -1.94973, -0.90786], [0.61391, -1.94361, -2.54351]],
  "forces_ev_per_angstrom": [[-2.21, 0.75, -3.68], [1.05, 0.63, -0.68], [-0.38, 0.00, -1.27], [0.90, 0.13, 0.12], [-0.12, -1.45, 4.07], [-0.19, -0.20, 0.12], [0.37, 0.01, 0.17], [-0.04, -0.31, 0.09], [0.14, 0.21, 0.06], [-0.23, 0.38, 0.60], [0.28, 0.00, 0.46], [0.57, -0.31, -0.18], [-0.20, -0.17, 0.08], [-0.05, 0.11, -0.21], [0.11, 0.22, 0.25]],
  "homo_energy_ev": [-14.0, -14.0],
  "charge": 1,
  "spin_multiplicity": 2,
  "lumo_ev": [-5.4, -6.2],
  "orbital_gap_ev": [8.607, 7.805]
}

Going through the records in order, we get relative energy (zero: lowest compared OMol25 entry of this formula, charge and spin) values of 0.2779, 0.9670, 3.1940, 0.7596 eV.
Going through the records in order, we get E values of -40609.7087, -25980.0174, -16595.5597, -14618.9450 eV.